C20H55GeN4RhSSi3 as an isolated structure, computed with the ωB97M-V functional and the def2-TZVPD basis.

Last column: Mulliken charge in e.
Element x y z (Å)
Rh: -0.417 -0.491 -1.098  -0.549
C: -2.877 0.959 -2.409  -0.919
N: -2.023 -0.241 -2.544  0.667
C: -1.336 -0.197 -3.857  -1.009
C: -2.865 -1.464 -2.460  -0.849
C: -2.010 -2.706 -2.350  -0.891
N: -1.143 -2.642 -1.146  1.700
C: -1.915 -3.058 0.033  -1.016
C: -0.010 -3.578 -1.319  -1.317
H: -3.638 0.972 -3.195  0.382
H: -2.266 1.855 -2.500  0.194
H: -3.368 0.953 -1.440  0.185
H: -2.060 -0.354 -4.662  0.356
H: -0.563 -0.961 -3.923  0.371
H: -0.876 0.778 -3.987  0.243
H: -3.511 -1.529 -3.341  0.416
H: -3.517 -1.359 -1.594  0.317
H: -1.371 -2.815 -3.225  0.460
H: -2.646 -3.596 -2.311  0.377
H: -2.211 -4.108 -0.055  0.294
H: -2.812 -2.452 0.128  0.152
H: -1.306 -2.935 0.923  -0.280
H: -0.377 -4.602 -1.435  0.387
H: 0.638 -3.531 -0.448  0.083
H: 0.564 -3.305 -2.201  0.425
C: 1.811 2.804 0.635  -0.649
Si: 0.002 2.663 1.086  0.436
C: -1.153 3.521 -0.099  -0.843
C: -0.243 3.279 2.827  -1.086
Ge: -0.591 0.256 1.077  0.404
Si: 0.675 -1.148 2.966  0.083
C: 2.253 -0.344 2.414  -0.808
C: 0.161 -0.574 4.645  -1.022
C: 0.619 -2.974 2.719  -0.941
Si: -2.833 -0.371 2.565  0.356
C: -4.016 0.054 1.204  -0.809
C: -2.970 -2.086 3.228  -0.920
C: -2.738 0.973 3.828  -1.103
H: 2.001 3.830 0.307  0.440
H: 2.136 2.126 -0.155  -0.144
H: 2.438 2.628 1.508  0.508
H: -0.915 4.588 -0.104  0.481
H: -2.194 3.426 0.218  0.355
H: -1.078 3.162 -1.124  0.041
H: 0.195 4.281 2.876  0.453
H: 0.276 2.673 3.572  0.255
H: -1.289 3.374 3.113  0.313
H: 2.298 0.700 2.720  0.215
H: 2.447 -0.427 1.343  0.069
H: 3.056 -0.878 2.939  0.531
H: 0.246 0.505 4.766  0.329
H: 0.897 -1.026 5.323  0.463
H: -0.818 -0.902 4.984  0.347
H: 0.995 -3.283 1.745  0.205
H: -0.350 -3.434 2.904  0.350
H: 1.308 -3.377 3.472  0.501
H: -3.979 -0.620 0.354  -0.039
H: -3.882 1.082 0.865  0.259
H: -5.021 -0.016 1.640  0.608
H: -3.138 -2.846 2.468  0.327
H: -3.868 -2.059 3.860  0.484
H: -2.149 -2.393 3.873  0.273
H: -3.130 1.905 3.422  0.380
H: -1.759 1.159 4.258  0.296
H: -3.396 0.664 4.649  0.415
C: 5.224 1.309 -1.531  -1.237
N: 4.236 0.224 -1.643  0.099
C: 4.756 -1.090 -1.242  -1.010
C: 2.957 0.446 -1.915  0.353
S: 1.841 -0.809 -1.322  0.002
N: 2.607 1.479 -2.678  0.333
C: 1.303 2.111 -2.650  -0.536
C: 3.500 2.028 -3.713  -1.201
H: 5.794 1.128 -0.621  0.438
H: 4.724 2.268 -1.441  0.392
H: 5.913 1.322 -2.374  0.389
H: 5.784 -1.154 -1.592  0.397
H: 4.184 -1.892 -1.697  0.424
H: 4.746 -1.193 -0.156  0.334
H: 0.660 1.624 -1.920  -0.319
H: 0.847 2.068 -3.639  0.525
H: 1.416 3.161 -2.370  0.435
H: 4.291 1.319 -3.936  0.422
H: 3.927 2.986 -3.423  0.397
H: 2.904 2.172 -4.613  0.372

Its calculated total energy is -4467.2761 Ha. The calculation puts the orbital gap (alpha / beta) at 5.245 / 5.803 eV. The value obtained for the LUMO energy (alpha / beta) is -10.9 / -10.8 eV. The charge is +3. The HOMO energy (alpha / beta) comes out at -16.1410 / -16.5977 eV. Its expectation value of S² is 0.813. The multiplicity is 2.

---

A 3-piece molecular cluster, C20H56BF4N2O4PSi4 overall, computed with the ωB97M-V functional and the def2-TZVPD basis.

Last column: Mulliken charge in e.
Element x y z (Å)
C: 2.413 -0.867 -0.607  -0.568
O: 1.645 0.393 -0.869  -0.439
C: 0.566 -0.027 -1.777  -0.264
C: -0.581 1.105 -2.070  -0.459
C: -1.589 1.421 -0.818  -0.891
P: -3.004 0.166 -0.569  0.511
F: -2.105 -0.481 0.805  -0.673
C: -4.115 0.931 -1.920  -0.942
N: -5.569 0.436 -1.773  -0.519
C: -3.113 -1.602 -1.277  -0.824
C: -2.599 -1.770 -2.824  -0.327
C: -2.669 -3.379 -3.277  0.756
F: -1.470 -3.700 -4.137  -0.274
F: -3.954 -3.616 -3.981  -0.258
F: -2.595 -4.309 -2.117  -0.261
B: -4.386 0.675 0.714  1.201
N: -4.627 2.156 1.087  -0.600
O: -5.217 -0.405 1.284  -0.751
H: 2.246 -1.593 -1.540  0.225
H: 3.570 -0.694 -0.536  0.279
H: 1.974 -1.469 0.324  0.293
H: 1.003 -0.347 -2.840  0.149
H: 0.018 -0.938 -1.240  0.310
H: -0.071 2.144 -2.356  0.393
H: -1.210 0.731 -3.012  0.212
H: -0.960 1.452 0.188  0.366
H: -2.019 2.499 -0.977  0.432
H: -3.710 0.838 -3.014  0.300
H: -4.180 2.102 -1.698  0.424
H: -5.887 -0.037 -2.655  0.257
H: -6.176 1.308 -1.715  0.227
H: -2.505 -2.303 -0.528  0.339
H: -4.250 -1.967 -1.265  0.507
H: -3.280 -1.211 -3.624  0.241
H: -1.496 -1.433 -3.022  -0.056
H: -4.573 2.226 2.139  0.110
H: -5.630 2.356 0.798  0.248
H: -4.879 -1.296 0.970  0.337
C: -3.277 3.572 9.020  -0.999
Si: -2.428 1.923 8.701  0.463
C: -0.590 2.235 8.451  -1.003
C: -2.637 0.854 10.233  -1.033
O: -3.085 1.177 7.351  -0.543
Si: -3.291 1.460 5.710  0.487
C: -4.172 0.021 4.882  -0.624
C: -1.627 1.690 4.867  -0.785
C: -4.319 3.012 5.435  -0.943
H: -3.083 4.271 8.201  0.288
H: -2.910 4.021 9.947  0.379
H: -4.359 3.435 9.107  0.274
H: -0.074 1.303 8.202  0.275
H: -0.142 2.645 9.361  0.379
H: -0.426 2.948 7.638  0.291
H: -2.135 -0.108 10.104  0.283
H: -3.695 0.669 10.434  0.283
H: -2.205 1.352 11.107  0.301
H: -3.597 -0.902 4.994  0.291
H: -4.299 0.218 3.813  -0.046
H: -5.162 -0.132 5.321  0.288
H: -1.126 2.588 5.238  0.294
H: -1.754 1.794 3.785  0.238
H: -0.978 0.829 5.057  0.277
H: -3.790 3.896 5.802  0.301
H: -5.274 2.938 5.963  0.281
H: -4.524 3.155 4.370  0.326
C: 7.051 -3.355 -3.946  -1.004
Si: 6.749 -2.791 -5.715  0.470
C: 8.263 -1.846 -6.308  -0.995
C: 6.555 -4.320 -6.791  -1.029
O: 5.383 -1.820 -5.797  -0.399
Si: 4.806 -0.376 -5.169  0.261
C: 3.085 0.004 -5.822  -0.987
C: 5.939 1.048 -5.644  -0.993
C: 4.713 -0.464 -3.292  -0.930
H: 7.284 -2.502 -3.303  0.288
H: 7.889 -4.055 -3.903  0.384
H: 6.163 -3.855 -3.547  0.274
H: 8.097 -1.448 -7.314  0.276
H: 9.139 -2.500 -6.336  0.378
H: 8.483 -1.008 -5.640  0.287
H: 6.405 -4.041 -7.837  0.285
H: 5.701 -4.917 -6.464  0.281
H: 7.452 -4.945 -6.729  0.301
H: 3.094 0.091 -6.912  0.304
H: 2.720 0.949 -5.407  0.305
H: 2.381 -0.785 -5.543  0.257
H: 6.924 0.928 -5.188  0.291
H: 5.521 2.002 -5.306  0.372
H: 6.064 1.092 -6.731  0.267
H: 5.713 -0.571 -2.861  0.408
H: 4.109 -1.319 -2.978  0.147
H: 4.262 0.445 -2.885  0.467

Its calculated total energy is -3129.9671 Ha. The calculation puts the orbital gap at 9.557 eV. The value obtained for the LUMO energy is 0.3 eV. Its SMILES is COCCCP(F)(CN)(CCC(F)(F)F)B(N)O.C[Si](C)(C)O[Si](C)(C)C.C[Si](C)(C)O[Si](C)(C)C. The HOMO energy comes out at -9.2191 eV.

---

C20H56F6O16PtS2 as an isolated structure, computed with the ωB97M-V functional and the def2-TZVPD basis.

Last column: Mulliken charge in e.
Element x y z (Å)
Pt: 0.279 -19.193 -9.904  1.513
C: -1.863 -22.058 -7.089  0.261
F: -1.964 -22.876 -6.047  -0.171
F: -2.550 -22.693 -8.049  -0.115
F: -2.371 -20.887 -6.824  -0.133
S: -0.091 -21.863 -7.679  0.290
O: 0.338 -23.181 -8.050  -0.395
O: -0.051 -20.943 -8.832  -0.276
O: 0.735 -21.306 -6.588  -0.898
C: -3.565 -20.385 -12.339  0.600
F: -4.677 -20.014 -12.949  -0.180
F: -3.675 -21.470 -11.614  -0.174
F: -2.583 -20.551 -13.238  -0.222
S: -2.894 -18.946 -11.238  1.094
O: -1.696 -19.528 -10.546  -0.530
O: -2.474 -17.867 -12.147  -0.666
O: -3.933 -18.531 -10.309  -0.587
O: 2.368 -19.545 -9.419  -0.356
H: 2.661 -20.221 -8.756  0.523
H: 3.158 -19.036 -9.633  0.223
O: 1.248 -25.788 -7.297  -0.629
H: 0.427 -26.271 -7.168  0.310
H: 0.980 -24.951 -7.696  0.403
O: -3.985 -22.122 -3.646  -0.610
H: -4.889 -21.829 -3.502  0.262
H: -3.791 -21.873 -4.555  0.206
O: 0.952 -22.119 -4.053  -0.697
H: 0.261 -22.718 -3.745  0.343
H: 0.635 -21.796 -4.911  0.377
C: -4.871 -25.064 -4.581  -0.875
C: -5.029 -26.178 -5.598  0.662
C: -4.094 -27.314 -5.272  -1.372
O: -6.379 -26.662 -5.602  -0.589
H: -5.631 -24.291 -4.668  0.322
H: -3.926 -24.580 -4.837  0.119
H: -4.740 -25.543 -3.612  0.280
H: -4.864 -25.842 -6.626  0.142
H: -3.053 -27.167 -5.569  0.318
H: -4.268 -28.230 -5.850  0.374
H: -4.199 -27.722 -4.265  0.328
H: -6.583 -27.042 -6.459  0.329
C: 1.364 -23.870 -11.238  -0.582
C: 2.283 -23.518 -12.361  0.420
C: 1.552 -23.549 -13.699  -1.325
O: 2.791 -22.236 -12.052  -0.547
H: 0.324 -23.585 -11.420  0.174
H: 1.713 -23.554 -10.256  0.182
H: 1.288 -24.961 -11.190  0.121
H: 3.004 -24.342 -12.326  0.191
H: 0.671 -22.906 -13.701  0.279
H: 1.216 -24.576 -13.861  0.325
H: 2.105 -23.341 -14.616  0.379
H: 3.371 -22.333 -11.292  0.334
C: -1.653 -25.360 -1.405  -1.361
C: -1.679 -23.840 -1.664  0.919
C: -0.556 -23.076 -1.020  -1.556
O: -1.586 -23.584 -3.056  -0.185
H: -0.710 -25.793 -1.743  0.315
H: -2.446 -25.867 -1.955  0.222
H: -1.785 -25.626 -0.355  0.403
H: -2.652 -23.463 -1.340  0.256
H: -0.424 -23.284 0.045  0.418
H: -0.680 -22.004 -1.171  0.330
H: 0.427 -23.366 -1.397  0.290
H: -2.410 -23.191 -3.362  0.057
C: -0.995 -26.813 -11.624  -1.487
C: -1.051 -26.351 -10.157  0.894
C: -2.234 -25.442 -9.746  -0.991
O: -1.101 -27.563 -9.368  -0.526
H: -0.011 -27.270 -11.756  0.401
H: -1.211 -26.024 -12.342  0.283
H: -1.605 -27.695 -11.835  0.480
H: -0.126 -25.903 -9.795  -0.219
H: -3.209 -25.926 -9.852  0.460
H: -2.277 -24.510 -10.312  0.252
H: -2.149 -25.233 -8.680  0.135
H: -1.874 -27.987 -9.758  0.382
C: 5.230 -19.930 -7.551  -1.299
C: 4.098 -20.471 -6.667  0.383
C: 3.336 -19.296 -6.010  -1.026
O: 3.220 -21.136 -7.561  -0.577
H: 4.852 -19.089 -8.139  0.199
H: 5.528 -20.664 -8.304  0.342
H: 6.155 -19.666 -7.040  0.418
H: 4.449 -21.237 -5.974  0.392
H: 2.598 -19.702 -5.319  0.321
H: 2.913 -18.672 -6.797  0.187
H: 3.974 -18.658 -5.396  0.420
H: 2.369 -21.178 -7.075  0.323
C: -4.373 -16.381 -3.684  -1.170
C: -4.046 -16.611 -5.143  0.306
C: -4.256 -18.048 -5.608  -1.186
O: -4.931 -15.791 -5.884  -0.561
H: -5.437 -16.596 -3.564  0.294
H: -4.113 -15.381 -3.347  0.303
H: -3.898 -17.199 -3.134  0.327
H: -2.999 -16.340 -5.300  0.317
H: -4.271 -18.079 -6.698  0.359
H: -5.200 -18.355 -5.153  0.371
H: -3.414 -18.682 -5.325  0.279
H: -5.751 -16.294 -5.918  0.356

Its calculated total energy is -3514.1559 Ha. The calculation puts the orbital gap (alpha / beta) at 7.786 / 5.291 eV. The value obtained for the LUMO energy (alpha / beta) is -2.1 / -4.6 eV. The HOMO energy (alpha / beta) comes out at -9.9327 / -9.9326 eV. Its expectation value of S² is 2.004. The multiplicity is 3.

---

| no. | largest force on an atom (hartree/bohr) |
| --- | --- |
| 1 | 0.01430 |
| 2 | 0.09541 |
| 3 | 0.09598 |